ORCA calculation (the ωB97M-V functional and the def2-TZVPD basis) on a 11-piece molecular cluster, C44H77N11 overall at a distorted geometry.

CARTESIAN COORDINATES (ANGSTROEM)
C (-2.4870, 3.2924, -4.1606)
C (-2.5874, 2.7302, -2.7530)
C (-1.7026, 1.5108, -2.4993)
C (-1.8024, 0.4742, -3.5190)
N (-1.8447, -0.3357, -4.3367)
H (-2.7426, 2.5159, -4.8867)
H (-1.5203, 3.7299, -4.3991)
H (-3.2273, 4.0870, -4.2929)
H (-3.6132, 2.4857, -2.4580)
H (-2.3095, 3.4867, -2.0067)
H (-1.8445, 1.0827, -1.5074)
H (-0.6490, 1.8355, -2.4809)
C (5.0652, 4.7002, -2.5871)
C (4.5428, 3.3084, -2.3125)
C (3.6258, 3.1705, -1.1110)
C (4.2915, 3.4201, 0.1680)
N (4.7981, 3.6591, 1.1782)
H (4.2311, 5.4001, -2.6590)
H (5.6173, 4.7299, -3.5246)
H (5.7518, 5.0171, -1.8018)
H (5.3752, 2.5971, -2.2476)
H (3.9871, 2.9327, -3.1822)
H (3.1632, 2.1791, -1.0763)
H (2.7548, 3.8354, -1.1621)
C (-0.5528, 3.4140, 5.6077)
C (-1.7451, 4.1577, 5.0298)
C (-1.9304, 4.0110, 3.5315)
C (-2.3594, 2.6958, 3.0620)
N (-2.7242, 1.7180, 2.6300)
H (-0.5591, 2.3257, 5.4579)
H (-0.5382, 3.5322, 6.6952)
H (0.4049, 3.7749, 5.2387)
H (-1.5308, 5.2165, 5.1909)
H (-2.6507, 3.9141, 5.5815)
H (-1.0239, 4.3104, 3.0003)
H (-2.7258, 4.6869, 3.1958)
C (2.3800, 1.0615, -3.6276)
C (3.8010, 0.5173, -3.6856)
C (3.8308, -0.9046, -4.2484)
C (3.1312, -1.8658, -3.3888)
N (2.5504, -2.6232, -2.7760)
H (2.3379, 2.1100, -3.3444)
H (1.7484, 0.5060, -2.9263)
H (1.8933, 0.8994, -4.5988)
H (4.2104, 0.4964, -2.6695)
H (4.4115, 1.1493, -4.3271)
H (4.8309, -1.2930, -4.4354)
H (3.2664, -0.9554, -5.1920)
C (-6.9285, -2.1088, 1.6324)
C (-5.7830, -1.3747, 2.3060)
C (-4.4128, -1.6715, 1.7093)
C (-4.2132, -1.0332, 0.4169)
N (-4.1574, -0.5746, -0.6039)
H (-7.0402, -1.7694, 0.6011)
H (-7.8744, -1.9668, 2.1514)
H (-6.7308, -3.1848, 1.6379)
H (-5.7678, -1.6099, 3.3765)
H (-5.9533, -0.2932, 2.3154)
H (-4.2314, -2.7484, 1.6223)
H (-3.6453, -1.3172, 2.4006)
C (3.8515, -0.0233, 1.4228)
C (3.5743, -1.3886, 0.8777)
C (4.5637, -1.8473, -0.1867)
C (5.9434, -1.8454, 0.2815)
N (7.0239, -1.8828, 0.6504)
H (4.9171, 0.1321, 1.6211)
H (3.2950, 0.2097, 2.3251)
H (3.6047, 0.7532, 0.6905)
H (2.5516, -1.4724, 0.5073)
H (3.6042, -2.1078, 1.7048)
H (4.4576, -1.2665, -1.0997)
H (4.3136, -2.8868, -0.4154)
C (4.4711, 2.6100, 4.2721)
C (3.0589, 2.0313, 4.3612)
C (2.1506, 2.5640, 3.2834)
C (2.0902, 4.0234, 3.2370)
N (2.0505, 5.1454, 3.2194)
H (4.9652, 2.2825, 3.3591)
H (5.0913, 2.2080, 5.0789)
H (4.4569, 3.6941, 4.3341)
H (2.6782, 2.3475, 5.3407)
H (3.0893, 0.9456, 4.3427)
H (1.1222, 2.1939, 3.3795)
H (2.4147, 2.2365, 2.2727)
C (-2.1172, -0.9106, 4.9884)
C (-1.2416, -1.6482, 5.9588)
C (0.1758, -1.0369, 6.0643)
C (0.8193, -0.9698, 4.7602)
N (1.2698, -0.9247, 3.7147)
H (-2.0864, 0.1649, 5.1811)
H (-3.1450, -1.2602, 5.0266)
H (-1.7521, -1.0533, 3.9685)
H (-1.1385, -2.6846, 5.6293)
H (-1.6474, -1.6518, 6.9701)
H (0.7594, -1.5773, 6.8037)
H (0.0755, -0.0136, 6.4457)
C (-6.1352, -3.0723, -1.6492)
C (-5.5151, -3.5932, -2.9455)
C (-4.0853, -3.1038, -3.1918)
C (-3.1325, -3.6392, -2.2178)
N (-2.3214, -3.9891, -1.4874)
H (-6.1819, -1.9868, -1.6558)
H (-5.5571, -3.4290, -0.7885)
H (-7.1465, -3.4506, -1.4815)
H (-6.1268, -3.2378, -3.7822)
H (-5.5664, -4.6829, -2.9801)
H (-4.0197, -2.0176, -3.1127)
H (-3.7731, -3.4180, -4.1873)
C (-0.1871, -1.4413, -1.2206)
C (-0.2641, -1.5293, 0.2863)
C (-0.4740, -0.1694, 0.9306)
C (0.4590, 0.8281, 0.4259)
N (1.2170, 1.5968, 0.0231)
H (-1.1373, -1.1871, -1.6910)
H (0.0520, -2.4256, -1.6255)
H (0.5878, -0.7511, -1.5594)
H (0.6405, -1.9638, 0.7196)
H (-1.0563, -2.2476, 0.5172)
H (-0.4163, -0.2313, 2.0157)
H (-1.4820, 0.1829, 0.6849)
C (0.2286, -5.6117, -5.4271)
C (0.1586, -4.6661, -4.2409)
C (-0.2579, -3.2587, -4.6320)
C (0.6560, -2.5622, -5.5332)
N (1.3708, -1.9841, -6.2116)
H (-0.7693, -5.7412, -5.8660)
H (0.5600, -6.6012, -5.1198)
H (0.8570, -5.2135, -6.2246)
H (1.1031, -4.6451, -3.6943)
H (-0.5780, -5.0238, -3.5164)
H (-0.3706, -2.6019, -3.7670)
H (-1.2398, -3.2693, -5.1154)

Output
Kohn-Sham gap	11.27	eV
charge	0
structure (SMILES)	CCCC#N.CCCC#N.CCCC#N.CCCC#N.CCCC#N.CCCC#N.CCCC#N.CCCC#N.CCCC#N.CCCC#N.CCCC#N

ORCA calculation (the ωB97M-V functional and the def2-TZVPD basis) on a 4-piece molecular cluster, C27H37F10N4O2S overall at a distorted geometry.

CARTESIAN COORDINATES (ANGSTROEM)
C (4.0669, 0.4258, -0.5999)
C (3.4628, 1.6335, -1.4838)
O (4.1951, 1.6738, -2.7318)
C (1.9248, 1.2218, -1.7464)
O (1.1279, 2.3835, -2.0937)
N (-0.2131, 2.0293, -2.2861)
C (-0.3386, 1.6713, -3.7393)
C (-1.4876, 0.6350, -4.0938)
C (-1.5777, -0.6372, -3.1250)
C (-0.3006, -1.5536, -3.2593)
C (0.1868, -2.3992, -2.0357)
F (0.2763, -3.7655, -2.3989)
F (1.5661, -2.0454, -1.8467)
C (-0.4630, -2.1575, -0.6125)
F (0.4412, -2.7754, 0.2891)
F (-0.3955, -0.7991, -0.2108)
S (-2.1069, -2.9450, -0.2552)
F (-2.9265, -1.5087, -0.2305)
F (-1.8117, -2.7486, 1.3875)
F (-1.3754, -4.4333, -0.1183)
F (-2.4580, -3.2679, -1.8263)
F (-3.5387, -3.6922, 0.1562)
C (-1.0004, 3.2291, -1.8560)
C (-2.4924, 2.9380, -1.4252)
C (-2.6625, 1.7956, -0.3188)
F (-3.3876, 2.7442, -2.5424)
H (5.0479, 0.7268, -0.1118)
H (4.1702, -0.4954, -1.2672)
H (3.3470, 0.1359, 0.2429)
H (3.5137, 2.6153, -0.9238)
H (4.9629, 1.0787, -2.6249)
H (1.5671, 0.6511, -0.8348)
H (1.9666, 0.5152, -2.6462)
H (-0.3746, 1.2439, -1.6264)
H (-0.5892, 2.6439, -4.2890)
H (0.6233, 1.3024, -4.2149)
H (-1.2405, 0.2189, -5.1342)
H (-2.5291, 1.0652, -4.1767)
H (-1.8543, -0.2561, -2.0990)
H (-2.4804, -1.2391, -3.4922)
H (0.5604, -0.8996, -3.6370)
H (-0.4903, -2.2821, -4.1232)
H (-0.9692, 4.0683, -2.6289)
H (-0.4620, 3.6486, -0.9367)
H (-2.8698, 3.8993, -0.9317)
H (-1.6654, 1.4630, 0.1220)
H (-3.2585, 2.2194, 0.5508)
H (-3.2564, 0.9199, -0.7527)
N (6.5585, -1.6982, -1.9184)
C (7.1330, -2.8761, -2.2055)
C (8.4956, -3.1111, -2.1226)
C (9.3184, -2.0690, -1.7235)
C (8.7524, -0.8396, -1.4219)
C (7.3783, -0.7065, -1.5324)
H (6.4498, -3.6593, -2.5162)
H (8.9029, -4.0843, -2.3645)
H (10.3900, -2.2135, -1.6477)
H (9.3644, -0.0040, -1.1075)
H (6.8896, 0.2350, -1.3031)
N (-1.3323, 1.5438, 2.7879)
C (-1.1369, 2.4866, 3.7229)
C (-1.1280, 2.2319, 5.0841)
C (-1.3369, 0.9283, 5.5090)
C (-1.5431, -0.0654, 4.5637)
C (-1.5299, 0.2908, 3.2259)
H (-0.9817, 3.4906, 3.3421)
H (-0.9629, 3.0321, 5.7938)
H (-1.3390, 0.6891, 6.5663)
H (-1.7100, -1.0931, 4.8597)
H (-1.6832, -0.4522, 2.4490)
N (-5.8511, 1.2306, 4.6284)
C (-6.7539, 0.9664, 5.5841)
C (-7.0258, -0.3073, 6.0575)
C (-6.3279, -1.3733, 5.5104)
C (-5.3895, -1.1276, 4.5188)
C (-5.1890, 0.1832, 4.1173)
H (-7.2760, 1.8317, 5.9784)
H (-7.7645, -0.4613, 6.8336)
H (-6.5129, -2.3851, 5.8531)
H (-4.8263, -1.9356, 4.0686)
H (-4.4632, 0.4267, 3.3478)

Output
Kohn-Sham gap	7.73	eV
charge	+1

| no. | E (a.u.) |
| --- | --- |
| 1 | -2325.02207 |
| 2 | -2816.89886 |